Record 1
ORCA calculation (ωB97M-V/def2-TZVPD) on 14 unconnected molecules or ions with the total composition C19H66O14 in a non-equilibrium geometry.

Each line ends with the Löwdin charge.
Positions of all 99 atoms, in Å:
C: 10.267 11.109 18.930  -0.099
O: 11.390 12.010 18.707  -0.141
H: 10.530 10.536 19.812  0.077
H: 9.307 11.659 19.055  0.092
H: 10.183 10.418 18.102  0.062
H: 11.525 12.457 19.555  0.092
C: 14.463 14.821 12.250  -0.135
O: 15.102 14.454 13.471  -0.122
H: 13.507 15.340 12.457  0.064
H: 15.082 15.455 11.610  0.079
H: 14.234 13.913 11.671  0.067
H: 14.970 15.087 14.176  0.059
C: 13.565 7.090 9.486  -0.170
O: 12.557 7.959 9.879  -0.150
H: 13.385 6.067 9.811  0.076
H: 13.727 7.057 8.387  0.091
H: 14.550 7.427 9.821  0.070
H: 12.185 7.812 10.781  0.046
C: 12.877 12.478 7.189  -0.154
O: 12.321 12.036 8.392  -0.193
H: 13.922 12.777 7.309  0.078
H: 12.777 11.653 6.475  0.092
H: 12.240 13.294 6.847  0.078
H: 12.002 11.082 8.219  0.072
C: 11.478 15.266 9.614  -0.101
O: 11.286 15.759 10.995  -0.165
H: 12.149 15.994 9.114  0.086
H: 12.034 14.352 9.677  0.043
H: 10.502 15.163 9.124  0.085
H: 12.078 16.263 11.234  0.045
C: 12.756 6.397 12.830  -0.107
O: 11.830 7.367 12.315  -0.156
H: 13.746 6.729 12.626  0.062
H: 12.604 6.255 13.919  0.090
H: 12.553 5.474 12.254  0.091
H: 11.702 8.018 13.009  0.016
C: 9.868 9.727 8.341  -0.128
O: 11.245 9.560 8.060  -0.132
H: 9.220 9.731 7.437  0.089
H: 9.514 8.903 8.945  0.086
H: 9.673 10.691 8.802  0.060
H: 11.697 9.010 8.703  0.034
C: 14.453 9.971 13.045  -0.141
O: 14.973 11.079 13.755  -0.112
H: 14.923 9.114 13.558  0.092
H: 13.378 10.006 13.054  0.050
H: 14.847 9.931 12.013  0.065
H: 14.739 11.907 13.346  0.036
C: 7.948 13.310 15.587  -0.152
O: 6.656 13.345 14.976  -0.125
H: 8.672 14.005 15.103  0.091
H: 7.805 13.578 16.643  0.079
H: 8.344 12.310 15.481  0.047
H: 6.591 14.259 14.702  0.067
C: 7.662 10.183 13.358  -0.066
C: 7.214 11.231 12.278  -0.245
O: 7.306 10.577 10.946  -0.108
H: 8.611 9.714 13.187  0.030
H: 6.921 9.314 13.393  0.099
H: 7.651 10.625 14.384  0.061
H: 7.816 12.122 12.265  0.074
H: 6.195 11.575 12.431  0.101
H: 6.969 11.228 10.326  0.067
C: 12.680 15.174 16.165  -0.070
C: 12.855 13.675 15.972  -0.279
O: 11.545 13.143 16.136  -0.098
H: 13.644 15.674 16.089  0.065
H: 12.192 15.379 17.129  0.084
H: 12.067 15.480 15.326  0.073
H: 13.542 13.229 16.649  0.113
H: 13.242 13.468 14.947  0.105
H: 11.571 12.650 16.941  0.033
C: 16.479 11.442 9.896  -0.068
C: 15.063 11.088 9.466  -0.295
O: 14.181 11.850 10.282  -0.098
H: 16.460 11.377 10.959  0.050
H: 16.801 12.473 9.723  0.076
H: 17.267 10.791 9.522  0.074
H: 14.900 10.037 9.664  0.092
H: 14.905 11.252 8.428  0.082
H: 13.388 12.054 9.823  0.002
C: 9.642 7.432 14.927  -0.067
C: 10.400 8.693 15.297  -0.302
O: 11.457 8.948 14.391  -0.122
H: 9.042 7.606 14.025  0.072
H: 9.037 7.114 15.751  0.069
H: 10.347 6.650 14.621  0.068
H: 10.866 8.638 16.300  0.113
H: 9.661 9.516 15.293  0.095
H: 11.447 9.896 14.103  0.053
C: 10.891 11.457 11.601  -0.068
C: 10.783 12.395 12.762  -0.211
O: 11.165 11.586 13.958  -0.127
H: 11.929 11.199 11.446  0.065
H: 10.476 11.909 10.701  0.074
H: 10.261 10.573 11.681  0.074
H: 9.768 12.766 12.890  0.087
H: 11.489 13.235 12.662  0.110
H: 11.386 12.138 14.734  0.037

Calculated values
**E**: -1816.65398 Ha
**HOMO-LUMO gap**: 9.917 eV
**ΔE to the lowest compared entry with this formula, charge and spin**: 6.1 kcal per mole
**Largest force on an atom**: 2.2 eV/A
**Charge**: 0

Record 2
ORCA calculation (ωB97M-V/def2-TZVPD) on 14 unconnected molecules or ions with the total composition C19H67FNO18PS in a non-equilibrium geometry.

Each line ends with the Löwdin charge.
Positions of all 108 atoms, in Å:
C: -0.494 1.428 3.863  -0.085
C: -1.572 2.295 2.948  -0.288
O: -0.955 3.034 1.835  -0.287
P: -0.269 1.978 0.633  0.794
O: -0.758 2.524 -0.804  -0.384
C: -0.843 0.159 0.726  -0.220
C: -1.245 -0.492 -0.758  -0.234
N: -1.059 -1.991 -0.829  -0.150
S: -1.630 -2.820 0.599  0.891
O: -3.021 -2.302 1.118  -0.334
O: -0.576 -2.903 1.754  -0.347
F: -1.906 -4.479 0.121  -0.254
O: 1.457 2.211 0.666  -0.302
C: 2.142 1.380 -0.358  -0.241
C: 3.006 0.244 0.513  -0.078
H: -0.563 0.303 3.499  0.076
H: -0.919 1.439 4.965  0.094
H: 0.583 1.883 3.802  0.098
H: -2.523 1.649 2.626  0.131
H: -2.013 3.120 3.689  0.123
H: -1.762 -0.037 1.428  0.088
H: 0.106 -0.474 1.079  0.102
H: -0.550 -0.008 -1.592  0.137
H: -2.369 -0.224 -1.017  0.149
H: -0.090 -2.274 -1.091  0.120
H: 1.399 0.891 -1.128  0.100
H: 2.884 2.050 -0.971  0.134
H: 2.542 0.130 1.589  0.089
H: 2.934 -0.745 -0.108  0.065
H: 4.092 0.668 0.627  0.060
C: -3.561 -6.819 -1.896  -0.178
O: -3.813 -6.995 -0.514  -0.127
H: -3.722 -7.769 -2.411  0.087
H: -4.246 -6.069 -2.299  0.079
H: -2.526 -6.499 -2.041  0.060
H: -3.662 -6.136 -0.084  0.065
C: 4.104 -2.339 -2.803  -0.159
O: 2.943 -2.657 -2.059  -0.161
H: 4.070 -1.282 -3.081  0.082
H: 4.992 -2.524 -2.193  0.079
H: 4.137 -2.950 -3.709  0.077
H: 3.002 -3.600 -1.827  0.088
C: -0.080 6.178 4.074  -0.152
O: 0.665 5.103 3.532  -0.130
H: 0.608 6.891 4.532  0.059
H: -0.638 6.674 3.276  0.082
H: -0.769 5.799 4.833  0.072
H: 0.028 4.486 3.132  0.038
C: 1.129 -3.083 -5.019  -0.175
O: 1.982 -3.766 -5.919  -0.129
H: 1.622 -2.165 -4.690  0.074
H: 0.193 -2.830 -5.523  0.077
H: 0.928 -3.718 -4.152  0.066
H: 1.518 -4.575 -6.194  0.070
C: -4.359 5.137 3.235  -0.142
O: -3.519 5.355 4.354  -0.158
H: -4.444 4.063 3.058  0.077
H: -5.350 5.551 3.437  0.081
H: -3.925 5.616 2.354  0.085
H: -3.463 6.316 4.486  0.092
C: 5.878 2.368 3.160  -0.151
O: 4.993 2.185 2.070  -0.152
H: 6.118 1.393 3.590  0.086
H: 6.796 2.846 2.808  0.074
H: 5.398 2.991 3.919  0.080
H: 4.797 3.067 1.709  0.091
C: 8.870 1.414 0.269  -0.167
O: 8.292 0.399 1.068  -0.134
H: 9.927 1.185 0.113  0.080
H: 8.362 1.453 -0.697  0.076
H: 8.780 2.376 0.779  0.070
H: 7.355 0.629 1.190  0.063
C: 3.417 7.669 4.119  -0.170
O: 4.162 6.594 3.578  -0.133
H: 4.105 8.383 4.578  0.080
H: 2.859 8.165 3.321  0.080
H: 2.728 7.290 4.879  0.063
H: 3.525 5.977 3.178  0.072
C: -0.141 -9.526 -1.213  -0.160
O: -0.864 -8.397 -1.667  -0.147
H: 0.501 -9.885 -2.021  0.079
H: 0.478 -9.244 -0.357  0.076
H: -0.839 -10.316 -0.926  0.078
H: -1.424 -8.101 -0.930  0.063
C: -3.219 -1.872 -3.922  -0.167
O: -3.027 -0.538 -4.356  -0.138
H: -2.302 -2.227 -3.447  0.059
H: -4.038 -1.906 -3.199  0.079
H: -3.451 -2.506 -4.781  0.076
H: -3.857 -0.250 -4.773  0.041
C: -1.490 -6.172 -5.501  -0.162
O: -1.026 -5.618 -6.718  -0.136
H: -0.871 -5.800 -4.681  0.073
H: -2.528 -5.873 -5.335  0.076
H: -1.417 -7.262 -5.544  0.081
H: -1.594 -5.966 -7.426  0.085
C: -3.816 5.209 8.333  -0.164
O: -3.352 5.763 7.116  -0.146
H: -3.197 5.581 9.153  0.079
H: -4.854 5.508 8.498  0.075
H: -3.743 4.119 8.290  0.076
H: -3.920 5.415 6.408  0.047
C: -5.347 0.471 -7.346  -0.152
O: -5.598 0.294 -5.964  -0.140
H: -5.508 -0.480 -7.861  0.084
H: -6.031 1.221 -7.750  0.078
H: -4.312 0.790 -7.492  0.081
H: -5.448 1.154 -5.535  0.092

Calculated values
**E**: -3012.18977 Ha
**HOMO-LUMO gap**: 9.050 eV
**ΔE to the lowest compared entry with this formula, charge and spin**: 160.9 kcal per mole
**Largest force on an atom**: 7.0 eV/A
**Charge**: 0

Record 3
ORCA calculation (ωB97M-V/def2-TZVPD) on 19 unconnected molecules or ions with the total composition C19H76O19 in a non-equilibrium geometry.

Each line ends with the Löwdin charge.
Positions of all 114 atoms, in Å:
C: 4.446 1.542 -0.574  -0.116
O: 3.654 1.367 -1.747  -0.142
H: 5.443 1.148 -0.603  0.083
H: 4.395 2.582 -0.356  0.070
H: 4.002 0.989 0.266  0.056
H: 3.825 0.421 -2.054  0.096
C: 0.847 0.044 -6.320  -0.144
O: -0.395 -0.273 -6.985  -0.141
H: 0.638 0.684 -5.429  0.076
H: 1.324 -0.888 -6.054  0.061
H: 1.393 0.597 -7.107  0.087
H: -0.926 -0.747 -6.339  0.019
C: -6.313 -4.045 -0.187  -0.169
O: -5.178 -3.709 0.557  -0.132
H: -6.535 -5.094 -0.018  0.076
H: -7.176 -3.419 0.123  0.095
H: -6.148 -3.977 -1.260  0.072
H: -5.046 -2.793 0.300  0.028
C: 0.752 -1.051 4.003  -0.126
O: 1.976 -0.548 4.547  -0.140
H: 0.136 -0.185 3.666  0.097
H: 1.012 -1.620 3.138  0.065
H: 0.301 -1.679 4.758  0.078
H: 1.826 0.350 4.879  0.054
C: 0.730 2.735 5.921  -0.142
O: 1.863 2.404 5.093  -0.148
H: 0.793 3.778 6.291  0.084
H: -0.252 2.603 5.321  0.095
H: 0.674 2.021 6.779  0.086
H: 1.809 3.049 4.382  0.023
C: 1.669 3.093 1.823  -0.115
O: 1.700 4.125 2.763  -0.153
H: 1.111 3.397 0.898  0.091
H: 2.687 2.729 1.646  0.085
H: 1.042 2.348 2.307  0.082
H: 2.493 4.652 2.643  0.063
C: 2.297 -4.913 -1.221  -0.139
O: 1.553 -3.759 -1.605  -0.196
H: 2.361 -4.901 -0.112  0.088
H: 1.847 -5.881 -1.565  0.089
H: 3.274 -4.753 -1.728  0.085
H: 0.709 -3.742 -1.095  0.029
C: 0.878 3.305 -2.488  -0.120
O: 1.251 2.415 -1.427  -0.170
H: 1.426 3.091 -3.405  0.076
H: -0.205 3.208 -2.669  0.085
H: 1.113 4.353 -2.270  0.073
H: 2.137 2.032 -1.480  0.023
C: -4.750 -0.951 -1.802  -0.129
O: -5.095 -1.002 -0.421  -0.160
H: -4.881 0.080 -2.127  0.086
H: -3.697 -1.229 -1.910  0.063
H: -5.362 -1.612 -2.338  0.060
H: -4.362 -0.510 0.065  0.071
C: 5.256 4.905 3.410  -0.114
O: 4.462 4.963 2.201  -0.139
H: 4.636 4.448 4.183  0.078
H: 6.206 4.365 3.271  0.086
H: 5.483 5.936 3.749  0.084
H: 5.078 5.221 1.516  0.078
C: -1.728 -4.801 -1.037  -0.121
O: -0.593 -4.377 -0.288  -0.173
H: -1.346 -4.812 -2.055  0.083
H: -2.100 -5.789 -0.793  0.087
H: -2.533 -4.047 -1.097  0.081
H: -0.832 -4.391 0.699  0.110
C: -3.553 -0.717 -6.021  -0.161
O: -2.592 -1.267 -5.159  -0.136
H: -3.368 -0.812 -7.057  0.058
H: -4.597 -1.263 -5.818  0.116
H: -3.753 0.330 -5.810  0.078
H: -2.613 -0.793 -4.324  0.048
C: -0.398 -0.777 -2.860  -0.159
O: -1.640 -0.500 -2.306  -0.114
H: 0.272 0.062 -2.898  0.070
H: 0.204 -1.578 -2.377  0.076
H: -0.552 -1.020 -3.958  0.080
H: -1.508 0.154 -1.637  0.031
C: -4.008 1.153 2.183  -0.122
O: -3.216 0.353 1.306  -0.172
H: -4.808 0.455 2.523  0.094
H: -3.576 1.602 3.061  0.070
H: -4.555 1.889 1.578  0.083
H: -2.545 0.857 0.781  0.075
C: -2.487 -2.779 2.628  -0.084
O: -2.349 -4.002 1.842  -0.116
H: -1.510 -2.600 3.128  0.075
H: -2.738 -1.921 2.018  0.054
H: -3.263 -2.847 3.381  0.080
H: -3.093 -3.931 1.295  0.002
C: 4.159 -1.073 1.915  -0.164
O: 3.128 -0.157 2.153  -0.178
H: 3.929 -2.124 2.171  0.089
H: 4.261 -1.070 0.866  0.043
H: 5.073 -0.701 2.383  0.085
H: 2.833 -0.147 3.121  0.058
C: -0.030 -0.219 0.513  -0.070
O: -0.753 0.913 -0.049  -0.178
H: 0.214 -0.983 -0.236  0.078
H: 0.930 0.133 0.852  0.059
H: -0.584 -0.547 1.409  0.069
H: -0.100 1.641 -0.245  0.072
C: 3.221 -1.710 -3.669  -0.123
O: 3.412 -1.719 -2.239  -0.156
H: 3.249 -0.634 -3.980  0.088
H: 4.052 -2.162 -4.109  0.057
H: 2.297 -2.140 -3.949  0.059
H: 2.952 -2.514 -1.896  0.035
C: -1.405 5.450 2.858  -0.141
O: -0.845 4.628 3.897  -0.146
H: -1.831 6.356 3.292  0.072
H: -0.769 5.749 2.050  0.072
H: -2.290 4.941 2.545  0.059
H: 0.086 4.559 3.615  0.026

Calculated values
**E**: -2198.74301 Ha
**HOMO-LUMO gap**: 10.122 eV
**ΔE to the lowest compared entry with this formula, charge and spin**: 3.7 kcal per mole
**Largest force on an atom**: 4.1 eV/A
**Charge**: 0

Record 4
ORCA calculation (ωB97M-V/def2-TZVPD) on a molecular structure, C19H8AuCl5NOS in a non-equilibrium geometry.

Each line ends with the Löwdin charge.
Positions of all 36 atoms, in Å:
Au: 1.088 -0.582 0.034  0.832
S: -1.282 3.658 1.762  1.071
C: -1.559 3.836 0.063  -0.477
C: -2.554 4.603 -0.556  -0.137
C: -2.704 4.506 -1.898  -0.126
C: -1.919 3.611 -2.680  -0.088
C: -0.925 2.869 -2.103  -0.017
C: -0.816 2.906 -0.718  -0.310
N: -0.055 2.074 0.037  0.082
C: -0.293 2.243 1.338  -0.498
C: 0.181 1.303 2.307  -0.271
C: -0.095 1.542 3.671  -0.081
C: 0.314 0.635 4.647  -0.116
C: 0.954 -0.512 4.257  -0.136
C: 1.179 -0.773 2.948  -0.182
C: 0.815 0.081 1.918  -0.285
H: -3.224 5.274 -0.012  0.105
H: -3.399 5.243 -2.384  0.110
H: -2.155 3.525 -3.744  0.099
H: -0.307 2.217 -2.647  0.103
H: -0.678 2.395 3.944  0.059
H: 0.144 0.944 5.713  0.109
H: 1.172 -1.304 4.980  0.102
H: 1.659 -1.681 2.593  0.072
Cl: 0.971 -7.168 -1.848  0.610
C: 1.114 -5.439 -1.909  -0.703
C: 2.360 -4.818 -2.159  -0.706
Cl: 3.829 -5.701 -2.440  0.633
C: 2.422 -3.436 -2.245  -0.628
Cl: 3.901 -2.669 -2.715  0.661
C: 1.310 -2.563 -1.992  -0.518
O: 1.389 -1.265 -1.977  -0.310
C: 0.054 -3.239 -1.770  -0.635
Cl: -1.372 -2.321 -1.441  0.652
C: -0.032 -4.609 -1.685  -0.742
Cl: -1.489 -5.387 -1.287  0.667

Calculated values
**E**: -3693.76108 Ha
**HOMO-LUMO gap**: 7.402 eV
**ΔE to the lowest compared entry with this formula, charge and spin**: 0.0 kcal per mole
**Largest force on an atom**: 2.8 eV/A
**Charge**: -1

Record 5
ORCA calculation (ωB97M-V/def2-TZVPD) on a molecular structure, C19H8Cl2F5N2O2S3Sn.

Each line ends with the Löwdin charge.
Positions of all 42 atoms, in Å:
Sn: -0.624 1.350 -0.503  0.805
Cl: -2.157 2.366 1.620  0.774
C: -2.423 0.749 2.249  -0.624
C: -3.636 0.482 2.849  -0.081
C: -3.870 -0.796 3.332  -0.041
C: -2.908 -1.784 3.192  -0.080
C: -1.704 -1.495 2.567  -0.673
Cl: -0.536 -2.757 2.402  0.719
C: -1.425 -0.213 2.088  -0.673
S: 0.162 0.129 1.382  0.686
H: -4.379 1.261 2.937  0.119
H: -4.810 -1.023 3.816  0.122
H: -3.081 -2.785 3.562  0.116
F: 5.225 1.664 2.404  0.168
C: 4.197 2.037 1.666  -0.120
C: 3.138 2.714 2.249  -0.136
F: 3.155 2.975 3.548  0.155
C: 2.061 3.095 1.471  -0.271
F: 1.042 3.712 2.054  0.098
C: 2.013 2.814 0.109  -0.524
S: 0.627 3.347 -0.869  0.739
C: 3.090 2.134 -0.449  -0.230
F: 3.093 1.839 -1.753  0.089
C: 4.176 1.743 0.311  -0.134
F: 5.187 1.089 -0.244  0.150
O: -2.322 2.071 -1.714  -0.156
N: -3.075 1.090 -1.522  -0.102
O: -2.570 0.248 -0.758  -0.150
S: 1.293 -0.398 -4.358  1.184
C: 0.743 0.672 -3.176  -0.447
N: 0.118 0.127 -2.161  -0.105
C: 0.022 -1.267 -2.297  -0.279
C: -0.595 -2.163 -1.423  -0.021
C: -0.565 -3.501 -1.744  -0.041
C: 0.056 -3.960 -2.914  -0.049
C: 0.659 -3.084 -3.788  -0.060
C: 0.633 -1.729 -3.464  -0.435
H: 0.909 1.738 -3.244  0.072
H: -1.078 -1.826 -0.517  0.074
H: -1.032 -4.214 -1.077  0.117
H: 0.057 -5.018 -3.135  0.119
H: 1.133 -3.432 -4.695  0.121

Calculated values
**E**: -3817.15800 Ha
**HOMO-LUMO gap**: 8.303 eV
**ΔE to the lowest compared entry with this formula, charge and spin**: 0.0 kcal per mole
**Largest force on an atom**: 0.2 eV/A
**Charge**: +1